This record from OMol25 describes a molecular structure, C18H32As3Cl2GaO9P2. The level of theory is the ωB97M-V functional and the def2-TZVPD basis.

Each line ends with the Mulliken charge.
Atoms and positions in Å:
Ga -1.372 1.716 -0.191  1.11
O -3.556 4.728 1.829  -0.52
P -3.190 3.234 1.466  0.59
O -3.243 2.279 2.607  -0.76
O -1.854 3.326 0.717  -0.47
O -4.290 2.801 0.373  -0.43
P -4.466 1.222 -0.061  0.95
O -4.928 0.556 1.304  -0.63
O -5.424 1.060 -1.146  -0.78
O -3.002 0.754 -0.308  -0.11
H -4.326 4.790 2.404  0.35
H -4.414 0.945 2.040  0.45
Cl 3.561 2.883 -5.376  -0.23
C 2.608 2.695 -3.936  0.14
C 3.256 2.446 -2.717  -0.59
C 2.533 2.295 -1.565  0.32
Cl 3.351 1.966 -0.071  -0.17
C 1.113 2.377 -1.548  -0.38
O 0.476 2.229 -0.441  -0.54
C 0.492 2.616 -2.800  1.52
C -0.935 2.738 -2.914  -0.35
O -1.762 2.512 -2.028  -0.40
C 1.249 2.788 -3.978  -1.03
H 4.335 2.371 -2.687  0.46
H -1.326 3.055 -3.889  0.39
H 0.741 2.989 -4.914  0.42
C 0.491 1.510 2.946  -1.29
As -0.571 0.371 1.803  1.03
C -1.786 -0.458 3.046  -1.47
C 0.766 -0.967 1.317  -1.50
C 0.333 -2.299 0.668  2.87
C -0.275 -3.259 1.700  -1.97
C -0.741 -2.108 -0.430  -2.08
As -0.556 -0.638 -1.715  1.30
C -2.052 -1.114 -2.866  -1.30
C 0.898 -1.173 -2.889  -1.45
C 1.562 -2.966 0.014  -1.62
As 3.319 -3.334 0.858  0.29
C 4.040 -1.515 0.994  -0.94
C 2.983 -3.597 2.771  -1.09
H -0.125 2.349 3.265  0.42
H 1.335 1.882 2.368  0.28
H 0.840 0.952 3.813  0.45
H -1.228 -1.104 3.718  0.52
H -2.546 -1.025 2.513  0.34
H -2.265 0.353 3.592  0.51
H 1.336 -1.165 2.225  0.37
H 1.429 -0.413 0.644  0.08
H -1.208 -2.873 2.104  0.43
H 0.403 -3.446 2.530  0.34
H -0.500 -4.217 1.225  0.44
H -1.712 -1.897 0.034  0.33
H -0.863 -3.038 -0.990  0.65
H -2.035 -2.178 -3.099  0.43
H -1.977 -0.544 -3.793  0.38
H -2.984 -0.849 -2.369  0.30
H 0.843 -2.242 -3.093  0.45
H 1.868 -0.924 -2.463  0.32
H 0.779 -0.617 -3.818  0.49
H 1.869 -2.389 -0.861  0.00
H 1.249 -3.939 -0.374  0.52
H 3.989 -1.028 0.020  0.20
H 5.089 -1.594 1.278  0.49
H 3.518 -0.901 1.727  0.21
H 2.448 -4.529 2.942  0.32
H 2.446 -2.770 3.235  0.26
H 3.965 -3.680 3.239  0.40

Output
ΔE to the lowest compared entry with this formula, charge and spin in kJ/mol: 0.0
Net charge: 0
Gap between HOMO and LUMO in eV: 7.94
HOMO in eV: -8.90